1.
Molecular formula: C6H9N
Method: DFT, ωB97M-V/def2-TZVPD

Each line ends with the Löwdin charge.
Element x y z (Å)
C: 1.55622 0.49138 -0.66329  -0.057
C: 0.80914 -0.69994 -0.10935  -0.258
C: -0.68466 -0.81612 -0.14917  -0.258
C: -1.57654 0.24977 -0.74350  -0.057
C: 0.01561 -0.61161 1.18436  -0.201
C: -0.10140 0.66168 1.85340  -0.207
N: -0.19512 1.69131 2.37608  0.153
H: 2.55450 0.55854 -0.21893  0.083
H: 1.67578 0.39762 -1.74799  0.082
H: 1.04452 1.43563 -0.45933  0.073
H: 1.34679 -1.64038 -0.21280  0.135
H: -1.06383 -1.82794 -0.27832  0.135
H: -1.23344 1.25889 -0.50116  0.072
H: -1.61349 0.15628 -1.83412  0.083
H: -2.59780 0.15078 -0.36213  0.083
H: 0.06315 -1.45656 1.86496  0.139

## Properties
Charge = 0
Electronic energy = -7857.1713 eV
HOMO = -10.41 eV
2S+1 = 1
HOMO-LUMO gap = 11.28 eV

***

2.
Molecular formula: C6H9N
Method: DFT, ωB97M-V/def2-TZVPD

Each line ends with the Löwdin charge.
Element x y z (Å)
C: 1.67208 0.85554 1.62630  -0.115
C: 1.07332 -0.07003 0.64384  -0.117
C: 1.12353 -0.94899 -0.24444  -0.207
C: 0.53709 -1.76984 -1.16011  -0.053
C: -1.23760 -0.31942 -0.10669  -0.138
C: -1.21760 0.82276 -1.01251  -0.140
N: -2.42204 0.31171 -0.34210  0.044
H: 1.37077 1.89031 1.42578  0.067
H: 2.76995 0.82701 1.61552  0.075
H: 1.34537 0.61933 2.64488  0.071
H: 0.36967 -2.82133 -0.93942  0.050
H: 0.51550 -1.50003 -2.21291  0.052
H: -0.98304 -1.18876 0.45764  0.087
H: -1.21711 0.70347 -2.09273  0.102
H: -0.76576 1.75232 -0.66374  0.104
H: -2.93416 0.83596 0.36068  0.121

## Properties
Charge = 0
Electronic energy = -7851.1607 eV
HOMO (alpha / beta) = -7.22 / -7.22 eV
2S+1 = 1
HOMO-LUMO gap (alpha / beta) = 7.86 / 7.87 eV

***

3.
Molecular formula: C6H9N
Method: DFT, ωB97M-V/def2-TZVPD

Each line ends with the Löwdin charge.
Element x y z (Å)
C: -1.94021 -1.45092 2.66504  -0.006
C: -1.53782 -1.02339 1.49140  -0.118
C: -1.15573 -0.59574 0.35556  -0.027
C: -0.76627 -0.08150 -0.79483  -0.136
N: 0.46416 0.55495 -1.00219  -0.132
C: 1.44173 -0.04864 -1.88761  -0.120
C: 1.66248 0.00546 -0.41609  -0.128
H: -2.93620 -1.85834 2.81061  0.054
H: -1.29034 -1.39724 3.53329  0.054
H: -1.42022 -0.07403 -1.66440  0.120
H: 1.96859 0.63671 -2.54670  0.102
H: 1.19180 -1.01523 -2.32049  0.108
H: 1.55199 -0.92244 0.14277  0.108
H: 2.36310 0.72288 0.00397  0.104
H: 0.22142 2.92949 -0.32289  -0.003
H: 0.18154 3.61799 -0.04746  0.019

## Properties
Charge = 0
Electronic energy = -7853.1580 eV
HOMO = -8.14 eV
2S+1 = 1
HOMO-LUMO gap = 8.77 eV

***

4.
Molecular formula: C6H9N
Method: DFT, ωB97M-V/def2-TZVPD

Each line ends with the Löwdin charge.
Element x y z (Å)
C: -0.95486 -0.70929 -0.87783  -0.113
C: -0.86805 0.83160 -0.34925  -0.134
C: 0.47454 1.09810 -0.15524  -0.310
C: 1.09789 -0.02874 -0.75813  -0.232
N: 0.34912 -1.17823 -0.32344  -0.101
C: 0.18199 -0.84422 1.13802  -0.149
C: -0.23528 0.63421 1.10252  -0.107
H: -1.96810 -1.13729 -0.69067  0.121
H: -0.78026 -0.93494 -1.94149  0.107
H: -1.77274 1.50121 -0.22106  0.149
H: 1.03358 2.00966 -0.06203  0.148
H: 1.22020 0.14029 -1.80137  0.120
H: 2.17482 -0.23125 -0.28453  0.168
H: 1.11185 -1.01202 1.73994  0.122
H: -0.65311 -1.41427 1.61418  0.120
H: -0.41160 1.27518 1.87040  0.093

## Properties
Charge = 0
Electronic energy = -7854.9897 eV
HOMO = -9.17 eV
2S+1 = 1
HOMO-LUMO gap = 10.24 eV

***

5.
Molecular formula: C6H9N
Method: DFT, ωB97M-V/def2-TZVPD

Each line ends with the Löwdin charge.
Element x y z (Å)
C: -2.58055 -0.47018 -0.23929  -0.069
C: -1.16049 0.00554 -0.05027  -0.284
C: -0.69376 1.27811 0.24085  -0.090
N: 0.66820 1.21021 0.34517  0.037
C: 1.11356 -0.05192 0.08068  -0.341
C: 2.56988 -0.36392 0.06571  -0.042
C: 0.00244 -0.82292 -0.16260  -0.025
H: -3.30104 0.34625 -0.12936  0.069
H: -2.85129 -1.24022 0.49712  0.074
H: -2.73253 -0.91821 -1.22959  0.072
H: -1.12821 2.26086 0.18615  0.109
H: 1.21924 1.99801 0.63522  0.149
H: 3.02203 -0.20810 1.05142  0.076
H: 2.71143 -1.40793 -0.21690  0.076
H: 3.11386 0.26065 -0.65547  0.078
H: 0.02722 -1.87623 -0.41885  0.109

## Properties
Charge = 0
Electronic energy = -7857.9996 eV
HOMO = -7.81 eV
2S+1 = 1
HOMO-LUMO gap = 8.86 eV

***

6.
Molecular formula: C6H9N
Method: DFT, ωB97M-V/def2-TZVPD

Each line ends with the Löwdin charge.
Element x y z (Å)
H: 1.62493 -1.35607 1.57991  0.039
N: 1.20637 -1.26894 0.67993  0.142
C: 0.14045 -0.60443 0.46489  -0.328
C: -0.41955 0.43789 1.34879  -0.228
C: -0.24088 1.88840 0.82071  -0.088
C: -0.46423 -0.74129 -1.01301  -0.208
C: 0.20177 -1.80814 -1.82585  -0.044
C: 0.55368 -0.60872 -2.13547  -0.006
H: -1.43521 0.36186 1.42792  0.067
H: -0.07046 0.52387 2.39795  0.118
H: 0.79480 2.26624 0.89919  0.082
H: -1.05456 2.41589 1.40207  0.092
H: -0.54043 1.81802 -0.22067  0.056
H: -1.47244 -0.52580 -1.12919  0.087
H: 0.31993 -2.93476 -1.85952  0.127
H: 0.85584 0.13599 -2.83766  0.091

## Properties
Charge = 0
Electronic energy = -7854.1721 eV
HOMO = -9.09 eV
2S+1 = 1
HOMO-LUMO gap = 10.25 eV

***

7.
Molecular formula: C6H9N
Method: DFT, ωB97M-V/def2-TZVPD

Each line ends with the Löwdin charge.
Element x y z (Å)
C: -1.04727 1.28673 0.47236  0.095
C: 0.04467 0.54789 0.27909  -0.356
N: 1.34465 1.10866 0.17383  0.075
C: 2.12697 0.09173 0.03094  -0.140
C: 1.43120 -1.20145 0.04673  -0.020
C: 0.11942 -0.92609 0.17393  -0.243
C: -1.05263 -1.84733 0.28644  -0.050
H: -2.03409 0.84297 0.49822  0.070
H: -0.97680 2.35789 0.59652  0.055
H: 3.19770 0.22481 -0.10609  0.106
H: 1.90623 -2.17306 -0.00761  0.104
H: -0.76977 -2.88382 0.08764  0.078
H: -1.84970 -1.58219 -0.41723  0.082
H: -1.47514 -1.79822 1.29638  0.087
H: -0.82409 3.08253 -1.80117  0.034
H: -0.14137 2.86895 -1.60997  0.023

## Properties
Charge = 0
Electronic energy = -7855.9695 eV
HOMO = -9.30 eV
2S+1 = 1
HOMO-LUMO gap = 9.15 eV

***

8.
Molecular formula: C6H9N
Method: DFT, ωB97M-V/def2-TZVPD

Each line ends with the Löwdin charge.
Element x y z (Å)
C: 0.86830 -2.03292 -0.93187  -0.046
C: -0.05343 -1.08142 -0.22060  -0.399
C: -1.17860 -1.44790 0.40250  0.046
C: -1.43117 1.02570 1.27482  0.221
C: -0.35710 1.18850 0.50615  -0.503
C: 0.11105 2.62388 0.51593  -0.068
N: 0.36715 0.24445 -0.20073  0.054
H: 1.87996 -1.99725 -0.51185  0.082
H: 0.49489 -3.05559 -0.84862  0.078
H: 0.93896 -1.78759 -1.99909  0.082
H: -1.46713 -2.48790 0.49853  0.068
H: -1.87591 -0.72023 0.83471  -0.004
H: 0.06595 3.05224 -0.49132  0.084
H: -0.53017 3.22624 1.16698  0.075
H: 1.13684 2.68484 0.89437  0.086
H: 1.03040 0.56495 -0.88989  0.145

## Properties
Charge = 0
Electronic energy = -7853.8209 eV
HOMO = -8.31 eV
2S+1 = 1
HOMO-LUMO gap = 8.62 eV

***

9.
Molecular formula: C6H9N
Method: DFT, ωB97M-V/def2-TZVPD

Each line ends with the Löwdin charge.
Element x y z (Å)
C: 1.45077 1.25056 0.01647  -0.046
C: 0.26731 0.46746 -0.44829  -0.256
C: -0.12711 0.20628 -1.70315  -0.025
C: -1.31212 -0.65139 -1.59466  -0.156
N: -1.66602 -0.91576 -0.38733  0.066
C: -0.74190 -0.18020 0.47237  -0.382
C: -0.17178 -1.01460 1.61800  -0.052
H: 1.99079 1.68490 -0.83051  0.079
H: 2.14226 0.60434 0.57290  0.082
H: 1.15132 2.06200 0.68982  0.085
H: 0.32064 0.56338 -2.62640  0.105
H: -1.86330 -1.05693 -2.44102  0.103
H: -1.34053 0.63155 0.91878  0.161
H: 0.50078 -1.80441 1.26419  0.085
H: -0.98837 -1.48087 2.17580  0.076
H: 0.38725 -0.36632 2.30303  0.074

## Properties
Charge = 0
Electronic energy = -7857.4476 eV
HOMO = -9.20 eV
2S+1 = 1
HOMO-LUMO gap = 10.07 eV

***

10.
Molecular formula: C6H9N
Method: DFT, ωB97M-V/def2-TZVPD

Each line ends with the Löwdin charge.
Element x y z (Å)
C: -0.90695 -0.55604 -0.98403  -0.034
C: -1.08958 0.61529 1.83685  -0.058
C: -0.66009 1.77250 0.97955  -0.119
C: 0.22229 1.39757 0.04230  -0.031
C: 0.21290 -0.11154 -0.00175  -0.546
C: 1.47463 -0.88983 -0.34692  -0.032
N: -0.36744 -0.37094 1.32523  -0.015
H: -1.19891 -1.58694 -0.75307  0.085
H: -1.79424 0.07573 -0.87866  0.090
H: -0.55916 -0.51015 -2.01752  0.082
H: -1.04050 2.77414 1.14695  0.080
H: 0.81896 2.02894 -0.61147  0.114
H: 1.25368 -1.96333 -0.30001  0.084
H: 1.74705 -0.67008 -1.38483  0.085
H: 2.33432 -0.67994 0.29355  0.084
H: -0.44695 -1.32538 1.65382  0.129

## Properties
Charge = 0
Electronic energy = -7855.5249 eV
HOMO = -8.11 eV
2S+1 = 1
HOMO-LUMO gap = 8.73 eV

***

11.
Molecular formula: C6H9N
Method: DFT, ωB97M-V/def2-TZVPD

Each line ends with the Löwdin charge.
Element x y z (Å)
C: -0.58864 -1.72352 -0.30689  -0.115
C: -1.12356 -0.41256 -0.68070  -0.175
N: -1.41178 -0.96380 0.67053  -0.012
C: -0.53461 0.07473 1.27831  -0.120
C: 0.00528 0.47550 -0.09244  -0.579
C: 1.39773 0.04396 -0.32920  0.027
C: 0.51964 1.80456 -0.30817  0.064
H: 0.54134 -1.58226 -0.22169  0.095
H: -1.01378 -2.68177 -0.62636  0.112
H: -1.88670 -0.12825 -1.40568  0.137
H: 0.17319 -0.27677 2.04455  0.123
H: -1.16469 0.86269 1.70362  0.119
H: 1.74477 -0.16718 -1.34970  0.100
H: 2.13875 -0.10097 0.44706  0.082
H: 0.29701 2.60943 0.42694  0.086
H: 0.90606 2.16619 -1.25019  0.056

## Properties
Charge = 0
Electronic energy = -7852.6478 eV
HOMO = -8.29 eV
2S+1 = 1
HOMO-LUMO gap = 9.19 eV

***

12.
Molecular formula: C6H9N
Method: DFT, ωB97M-V/def2-TZVPD

Each line ends with the Löwdin charge.
Element x y z (Å)
C: 1.96854 0.23973 0.14827  -0.014
N: 1.01247 -0.56080 -0.28435  -0.188
C: 0.34574 -1.54697 0.37056  -0.086
C: -0.97744 0.47828 0.75317  -0.135
C: -0.77098 1.16934 -0.59768  -0.131
C: -0.19372 -0.15901 -1.09553  -0.171
C: -0.96702 -0.91603 0.01396  -0.205
H: 2.43616 -0.03568 1.08576  0.073
H: 0.02698 0.62571 1.21900  0.097
H: 2.36979 1.02075 -0.47627  0.064
H: 0.66267 -1.81652 1.38045  0.101
H: -1.76442 0.73627 1.45602  0.102
H: -0.13029 2.05629 -0.62506  0.104
H: -1.71256 1.34464 -1.12688  0.115
H: -0.14111 -0.42860 -2.15311  0.146
H: -1.89562 -1.47302 -0.15674  0.129

## Properties
Charge = 0
Electronic energy = -7853.3107 eV
HOMO (alpha / beta) = -6.78 / -6.78 eV
2S+1 = 1
HOMO-LUMO gap (alpha / beta) = 7.69 / 7.69 eV